Computed, not measured: a 12-piece molecular cluster, C22H68O22 overall in a non-equilibrium geometry, with ωB97M-V/def2-TZVPD.

The geometry in XYZ format:
```
112
C22H68O22 ωB97M-V/def2-TZVPD
O 21.92 -7.85 -12.20
O 22.15 -16.28 -11.71
O 25.27 -13.04 -14.57
O 26.53 -15.66 -15.76
O 24.85 -4.07 -16.11
O 17.89 -11.11 -19.10
O 18.60 -16.34 -15.82
O 20.71 -16.14 -20.20
O 25.38 -10.18 -14.28
O 21.45 -9.01 -14.87
O 21.44 -11.51 -16.77
O 17.71 -9.09 -10.75
O 19.93 -11.92 -11.07
O 23.04 -7.74 -9.61
O 17.77 -13.70 -14.29
O 18.03 -11.11 -12.95
O 21.63 -14.03 -18.28
O 21.79 -15.57 -14.34
O 21.84 -8.71 -17.79
O 22.78 -5.19 -14.17
O 26.55 -7.80 -14.99
O 24.03 -6.78 -16.59
C 22.06 -11.37 -15.50
C 21.13 -13.85 -19.56
C 23.07 -15.54 -13.77
C 21.26 -10.42 -14.64
C 21.43 -14.98 -20.56
C 19.04 -14.98 -15.97
C 27.30 -8.75 -14.24
C 20.93 -11.00 -10.64
C 22.87 -3.87 -14.68
C 24.31 -3.46 -14.93
C 23.60 -8.54 -10.64
C 19.06 -14.17 -14.71
C 26.77 -10.14 -14.60
C 16.87 -9.24 -11.90
C 24.15 -8.04 -17.27
C 23.06 -8.23 -18.34
C 18.09 -11.95 -17.99
C 22.96 -15.26 -12.29
C 25.69 -14.69 -16.35
C 17.63 -9.75 -13.14
C 25.98 -13.30 -15.79
C 23.34 -7.95 -12.02
H 20.61 -16.20 -19.25
H 23.28 -9.58 -10.56
H 26.02 -14.60 -17.39
H 25.62 -12.61 -16.56
H 17.69 -9.90 -10.23
H 23.39 -8.96 -19.08
H 17.97 -16.34 -15.09
H 23.92 -15.30 -11.76
H 20.20 -10.69 -14.73
H 22.62 -14.23 -12.10
H 23.13 -11.16 -15.57
H 23.65 -14.82 -14.35
H 19.73 -13.30 -14.70
H 27.02 -13.16 -15.50
H 23.73 -16.39 -14.01
H 22.43 -3.14 -13.98
H 23.74 -6.95 -12.19
H 15.93 -9.74 -11.67
H 26.83 -10.26 -15.69
H 18.73 -11.07 -12.27
H 21.66 -13.12 -17.94
H 21.53 -7.48 -11.40
H 21.90 -5.31 -13.81
H 22.31 -3.68 -15.61
H 16.60 -8.20 -12.11
H 25.03 -12.11 -14.52
H 28.36 -8.59 -14.10
H 20.06 -12.76 -10.61
H 21.13 -14.61 -21.53
H 22.06 -12.33 -14.98
H 19.13 -12.29 -17.88
H 21.76 -8.46 -16.86
H 16.99 -9.72 -14.02
H 23.38 -6.87 -15.88
H 26.91 -8.58 -13.22
H 23.73 -8.59 -12.81
H 18.50 -9.12 -13.36
H 20.90 -10.17 -11.34
H 25.13 -7.89 -17.72
H 24.91 -3.70 -14.04
H 21.32 -8.47 -14.09
H 18.30 -14.52 -16.64
H 20.06 -13.59 -19.58
H 24.68 -8.69 -10.50
H 24.35 -4.89 -16.23
H 21.47 -10.63 -17.19
H 20.73 -10.74 -9.59
H 26.91 -7.62 -15.86
H 19.93 -15.07 -16.58
H 19.42 -14.82 -13.90
H 17.97 -11.63 -19.91
H 17.75 -11.47 -17.08
H 24.65 -15.01 -16.32
H 25.13 -9.25 -14.20
H 21.98 -16.14 -10.78
H 21.49 -10.57 -13.58
H 24.32 -2.39 -15.16
H 21.90 -11.50 -10.69
H 21.59 -12.99 -20.08
H 27.32 -10.95 -14.12
H 21.21 -16.12 -13.81
H 17.49 -12.86 -18.09
H 22.89 -7.23 -18.75
H 22.10 -7.95 -9.55
H 26.72 -15.55 -14.83
H 24.17 -8.81 -16.49
H 17.94 -12.88 -13.82
H 22.52 -15.08 -20.54
```

Values from the calculation:
structure (SMILES) = OCCO.OCCO.OCCO.OCCO.OCCO.OCCO.OCCO.OCCO.OCCO.OCCO.CO.CO
energy relative to the best compared isomer or geometry (same formula, charge and spin) = 26.6 kcal per mole

Atomic partial charges in e from the Löwdin method, atoms 1 to 2: O -0.094; O -0.062



Computed, not measured: one molecule with the formula C6H6N4 in a non-equilibrium geometry, with ωB97M-V/def2-TZVPD.

The geometry in XYZ format:
```
16
C6H6N4 ωB97M-V/def2-TZVPD
N 0.49 -0.24 0.00
N -1.17 -1.71 -1.06
N -4.09 -1.02 1.09
N 3.11 -2.47 0.41
C 0.13 -1.01 -1.12
C 1.42 -0.65 0.90
C -0.43 0.81 0.36
C -3.17 -1.22 0.40
C -2.21 -1.58 -0.46
C 2.33 -1.64 0.63
H 1.41 -0.21 1.89
H 0.87 -1.80 -1.29
H -0.72 1.36 -0.54
H 0.04 -0.39 -2.02
H -1.35 0.39 0.80
H 0.03 1.49 1.07
```

Values from the calculation:
energy relative to the best compared isomer or geometry (same formula, charge and spin) = 115.2 kcal per mole

Atomic partial charges in e from the natural (NBO) method, atoms 1 to 2: N -0.350; N -0.331



Computed, not measured: a 2-piece molecular cluster, C7H10O overall in a non-equilibrium geometry, with ωB97M-V/def2-TZVPD.

The geometry in XYZ format:
```
18
C7H10O ωB97M-V/def2-TZVPD
O 0.92 0.33 2.39
C 0.74 0.71 -0.70
C -0.33 1.56 -0.70
C -1.77 -0.21 -0.23
C 1.63 -1.61 -0.40
C -1.64 1.21 -0.45
C 0.53 -0.70 -0.58
C -0.81 -1.09 -0.23
H -2.78 -0.61 -0.28
H 0.47 1.08 2.68
H 1.37 -2.70 -0.67
H 1.80 1.04 -0.85
H -2.41 1.79 -0.08
H 2.07 -1.41 0.54
H -0.17 2.63 -1.13
H -0.83 -2.28 -0.05
H 0.67 -0.02 1.56
H 2.36 -1.37 -1.13
```

Values from the calculation:
structure (SMILES) = Cc1ccccc1.O
energy relative to the best compared isomer or geometry (same formula, charge and spin) = 37.4 kcal per mole

Atomic partial charges in e from the natural (NBO) method, atoms 1 to 2: O -0.959; C -0.245



Computed, not measured: a 2-piece molecular cluster, C8H7F3N2 overall in a non-equilibrium geometry, with ωB97M-V/def2-TZVPD.

The geometry in XYZ format:
```
20
C8H7F3N2 ωB97M-V/def2-TZVPD
F -2.83 -0.24 -1.24
F -4.52 0.14 1.55
F -0.81 -3.11 -0.86
N -4.65 0.81 0.28
N -3.50 1.79 0.00
C -0.35 -0.19 0.99
C 0.39 0.24 -1.29
C 0.15 -1.09 -1.43
C -0.48 -1.51 0.95
C 0.42 2.08 0.31
C -3.46 0.62 -0.46
C 0.02 -2.08 -0.37
C 0.24 0.77 -0.01
H 0.90 -2.75 -0.17
H -0.58 0.19 1.94
H -0.71 -1.95 1.87
H 0.67 2.89 -0.37
H 0.47 0.91 -2.12
H 0.07 2.36 1.27
H 0.22 -1.64 -2.41
```

Values from the calculation:
structure (SMILES) = C=C1C=CC(F)C=C1.FC1=NN1F
energy relative to the best compared isomer or geometry (same formula, charge and spin) = 144.5 kcal per mole

Atomic partial charges in e from the natural (NBO) method, atoms 1 to 2: F -0.236; F -0.282



Computed, not measured: one molecule with the formula C5H10O2, with ωB97M-V/def2-TZVPD.

The geometry in XYZ format:
```
17
C5H10O2 ωB97M-V/def2-TZVPD
O -1.14 1.38 1.02
O 1.05 -0.15 0.60
C 2.44 -0.30 0.76
C -0.81 -0.22 -0.97
C 0.63 -0.42 -0.77
C -1.97 -0.73 -0.19
C -1.51 0.70 -0.11
H -2.89 -1.02 -0.71
H -1.88 -1.17 0.81
H 2.69 -0.05 1.80
H -2.52 1.45 -0.51
H 1.22 0.25 -1.42
H -0.18 1.19 1.10
H 2.75 -1.34 0.56
H 3.00 0.36 0.09
H 0.91 -1.45 -1.02
H -1.79 1.50 -1.03
```

Values from the calculation:
energy relative to the best compared isomer or geometry (same formula, charge and spin) = 177.3 kcal per mole

Atomic partial charges in e from the natural (NBO) method, atoms 1 to 2: O -0.702; O -0.596



Computed, not measured: C11H40InN20O13 as an isolated structure in a non-equilibrium geometry, with ωB97M-V/def2-TZVPD.

The geometry in XYZ format:
```
85
C11H40InN20O13 ωB97M-V/def2-TZVPD
In 1.02 -3.22 1.64
O 3.20 -3.01 -0.18
O 2.34 1.53 -4.62
O -1.04 -0.88 1.33
O 3.07 -0.86 1.81
O -0.98 5.19 -2.59
O 0.88 -4.50 -1.04
O 0.85 -1.20 4.32
O -3.66 -0.62 -3.59
O -0.51 0.82 0.02
O -1.74 -3.85 0.26
O -4.89 2.46 1.79
O 0.41 -1.11 -0.27
O 0.07 3.91 4.31
N -3.77 -4.41 0.69
N 0.25 -5.06 -3.16
N 3.30 -1.16 -1.45
N 2.49 1.12 0.78
N 1.23 4.03 2.41
N -0.48 3.73 -0.90
N -0.01 0.01 6.01
N -3.30 0.76 1.99
N -0.08 2.41 2.59
N 0.36 -3.02 -2.66
N -3.46 -2.38 0.31
N -0.19 3.16 -2.95
N -3.76 1.80 0.03
N 3.13 1.60 -2.48
N -2.33 0.66 -2.40
N 5.00 -2.40 -1.39
N 1.21 0.70 -2.89
N 4.12 1.03 2.22
N -1.02 0.00 4.29
N -2.13 -1.36 -2.18
C -2.85 -0.41 -2.79
C 0.37 3.49 3.18
C -4.05 1.65 1.32
C -0.46 -0.39 0.30
C 2.34 1.31 -3.41
C 0.36 -4.25 -2.10
C 0.04 -0.45 4.82
C 3.18 0.35 1.65
C -0.53 4.11 -2.13
C 3.81 -2.26 -0.95
C -2.89 -3.54 0.38
H -2.38 0.55 1.62
H -2.42 -2.31 -2.38
H -1.26 -1.35 -1.67
H 3.87 -0.58 -2.05
H -3.38 -5.32 0.49
H -1.40 -0.23 3.39
H 0.43 0.45 -3.48
H 5.36 -1.67 -1.99
H 3.85 2.23 -2.79
H 4.05 2.04 2.20
H -1.77 0.54 -1.56
H 0.54 -6.03 -3.15
H -4.44 -2.38 0.55
H 1.64 0.76 0.37
H -1.52 0.63 4.90
H 0.44 -2.18 -2.10
H -2.52 1.60 -2.71
H -0.39 3.30 -3.92
H -0.86 4.27 -0.13
H 2.92 1.42 -1.51
H 2.36 -0.84 -1.27
H 0.70 -0.34 6.64
H 1.63 3.73 1.54
H -3.50 0.80 2.98
H -2.82 -1.60 0.36
H 0.09 2.27 -2.57
H -0.55 0.84 6.24
H -0.64 1.84 3.22
H 4.83 0.67 2.85
H -0.28 2.75 -0.78
H -4.74 -4.17 0.50
H -2.91 1.36 -0.29
H 2.67 2.11 0.75
H -0.36 -4.57 -3.79
H 0.01 -2.83 -3.59
H -0.14 2.40 1.58
H -4.35 2.49 -0.42
H 1.61 4.85 2.87
H 5.47 -3.28 -1.26
H 1.28 0.24 -1.99
```

Values from the calculation:
total charge = +1
energy relative to the best compared isomer or geometry (same formula, charge and spin) = 63.6 kcal per mole

Atomic partial charges in e from the Löwdin method, atoms 1 to 2: In 1.452; O -0.039



Computed, not measured: one molecule with the formula C11H17N5O4 in a non-equilibrium geometry, with ωB97M-V/def2-TZVPD.

The geometry in XYZ format:
```
37
C11H17N5O4 ωB97M-V/def2-TZVPD
O -3.33 -3.12 2.34
O 0.75 -1.96 -1.78
O 2.65 -0.63 -1.86
O -2.01 1.61 -0.32
N 3.51 3.71 -3.08
N -0.31 -0.05 -0.45
N -1.50 -3.70 3.82
N -1.97 -1.91 0.10
N 2.03 2.04 -3.22
C -2.44 -2.81 3.13
C -1.28 -0.77 2.39
C 1.94 2.57 -1.96
C -1.54 0.51 0.02
C 0.55 0.53 -1.48
C 1.32 -0.70 -1.66
C 1.41 1.68 -0.88
C -2.12 -1.39 3.56
C 2.69 3.77 -1.85
C 2.90 2.81 -3.95
C -2.09 -0.58 0.98
H -3.07 -0.54 3.69
H -1.06 0.21 2.86
H 2.28 1.17 -0.47
H 3.22 2.52 -5.06
H 3.90 4.53 -3.48
H 0.77 2.29 -0.19
H -0.33 -1.12 -0.37
H -0.13 0.91 -2.34
H -3.13 -0.23 1.31
H -2.16 -1.79 -0.97
H -1.41 -4.70 3.54
H -0.22 -1.11 1.94
H -1.57 -1.32 4.56
H 2.73 4.64 -1.14
H 2.55 -1.63 -2.16
H -2.84 -2.41 0.30
H -0.70 -3.02 4.17
```

Values from the calculation:
structure (SMILES) = NC(=O)CC[C@H](N)C(=O)N[C@@H](Cc1c[nH]cn1)C(=O)O
energy relative to the best compared isomer or geometry (same formula, charge and spin) = 157.0 kcal per mole

Atomic partial charges in e from the natural (NBO) method, atoms 1 to 2: O -0.608; O -0.679



Computed, not measured: C17H26CrNO6 as an isolated structure in a non-equilibrium geometry, with ωB97M-V/def2-TZVPD.

The geometry in XYZ format:
```
51
C17H26CrNO6 ωB97M-V/def2-TZVPD
Cr -1.69 0.24 -0.06
O -2.80 0.22 -1.67
O -4.30 3.48 0.43
O 1.39 1.63 -0.82
O -3.13 1.54 0.54
O -3.83 1.26 -3.35
O -1.32 2.44 -1.24
N -0.39 -0.68 0.38
C 1.34 -2.17 -0.37
C 1.59 -0.86 1.70
C 2.68 -2.51 -0.27
C 0.49 -2.84 -1.42
C -0.24 -0.96 3.40
C 3.48 -2.00 0.73
C -3.23 2.72 0.17
C 0.11 -1.91 -2.58
C 0.97 -0.16 2.89
C -2.10 3.40 -0.57
C -0.76 -3.46 -0.80
C 0.58 1.30 2.64
C 2.77 1.62 -0.55
C 2.92 -1.22 1.73
C -1.73 2.13 -2.57
C 0.80 -1.24 0.57
C -2.92 1.12 -2.56
H 3.19 2.51 -1.02
H -1.42 3.87 0.17
H 1.72 -0.16 3.69
H -1.03 -0.95 2.65
H 0.05 -1.99 3.60
H 2.98 1.65 0.52
H 3.27 0.73 -0.98
H -2.02 3.04 -3.12
H -0.39 -2.49 -3.35
H 0.99 -1.44 -3.01
H -0.48 -4.16 -0.01
H 3.54 -0.91 2.56
H -2.49 4.17 -1.25
H -5.02 2.96 0.82
H -0.85 1.67 -3.03
H 1.44 1.88 2.32
H 4.53 -2.25 0.76
H 0.98 0.84 -0.42
H -0.19 1.36 1.86
H 3.10 -3.18 -1.00
H 0.20 1.73 3.56
H -1.32 -4.00 -1.56
H -0.58 -1.13 -2.23
H -1.40 -2.68 -0.38
H -0.62 -0.52 4.32
H 1.09 -3.66 -1.83
```

Values from the calculation:
E_tot = -2214.03639 hartree
multiplicity = 4

Atomic partial charges in e from the natural (NBO) method, atoms 1 to 2: Cr 1.188; O -0.803



Computed, not measured: C36H35ClIrNO7S2Sb2 as an isolated structure, with ωB97M-V/def2-TZVPD.

The geometry in XYZ format:
```
85
C36H35ClIrNO7S2Sb2 ωB97M-V/def2-TZVPD
Ir -2.15 -1.68 0.42
Sb 0.03 -0.55 -1.18
Sb 0.65 2.05 0.75
Cl -7.83 -0.17 -3.29
S -2.01 -2.43 -2.35
S -2.59 1.85 2.06
O -2.70 -1.26 -1.72
O -2.00 0.99 1.02
O -1.62 2.85 2.53
O -3.88 2.41 1.68
O -2.62 -2.87 -3.57
O -0.59 -1.89 -2.68
O -1.86 -3.47 -1.32
N -1.29 -2.60 3.27
C 1.02 -3.55 0.42
C 3.05 -0.55 -4.43
C 0.95 0.31 3.34
C -0.30 2.43 -2.36
C 1.78 -4.64 0.82
C -1.61 -2.24 2.21
C 3.10 -1.24 2.54
C 3.10 -4.76 0.43
C -2.90 0.78 3.46
C 2.76 4.22 -0.04
C -5.04 -1.57 0.00
C 3.94 0.93 -2.78
C -0.98 1.07 -2.28
C 4.16 5.48 1.46
C 2.46 -1.52 3.74
C -6.75 -0.71 -2.02
C -5.44 -0.23 -0.08
C 2.94 -2.69 -0.79
C 1.94 -0.79 -3.62
C 2.83 0.69 -1.98
C 1.82 -0.17 -2.38
C 2.21 3.52 1.03
C 2.65 3.81 2.32
C 1.58 0.59 2.14
C -0.41 3.25 -1.11
C 2.66 -0.19 1.74
C 1.63 -2.60 -0.37
C 3.73 5.20 0.17
C -6.29 0.20 -1.08
C -4.09 -2.02 1.06
C 1.38 -0.74 4.14
C -6.36 -2.03 -1.98
C 4.06 0.31 -4.01
C -5.51 -2.45 -0.97
C 3.68 -3.79 -0.38
C 3.61 4.79 2.53
H -0.01 -3.45 0.74
H 4.15 5.73 -0.67
H -1.41 3.31 -0.68
H -1.97 1.13 -1.85
H -2.13 0.01 3.50
H 2.43 4.01 -1.05
H -4.20 -3.09 1.25
H -6.70 -2.72 -2.74
H 0.85 -0.98 5.04
H -6.58 1.24 -1.14
H 2.78 1.19 -1.01
H 3.69 -5.62 0.75
H 4.72 -3.88 -0.69
H 0.75 2.32 -2.65
H -5.17 -3.48 -0.95
H 3.92 -1.87 2.19
H 2.24 3.27 3.16
H -4.25 -1.47 1.99
H 4.92 0.49 -4.64
H 4.91 6.24 1.63
H 3.12 -1.04 -5.39
H 1.17 -1.47 -3.96
H 4.72 1.60 -2.43
H -0.77 2.98 -3.19
H -2.88 1.40 4.35
H 3.40 -1.92 -1.40
H 0.08 0.89 3.64
H 3.95 5.01 3.54
H 0.10 4.21 -1.12
H 3.15 -0.02 0.79
H -3.87 0.32 3.33
H 1.32 -5.39 1.46
H -5.05 0.49 0.63
H 2.77 -2.36 4.34
H -1.04 0.59 -3.26
```

Values from the calculation:
total charge = -2
energy relative to the best compared isomer or geometry (same formula, charge and spin) = 11.0 kcal per mole
multiplicity = 5

Atomic partial charges in e from the Löwdin method, atoms 1 to 2: Ir 0.881; Sb 1.491



Computed, not measured: one molecule with the formula C5H10O in a non-equilibrium geometry, with ωB97M-V/def2-TZVPD.

The geometry in XYZ format:
```
16
C5H10O ωB97M-V/def2-TZVPD
O -1.07 0.71 1.34
C 0.52 0.79 1.63
C 0.80 0.77 0.17
C 0.22 -0.55 -0.30
C 0.06 -0.62 -1.81
C -1.14 -0.47 0.50
H -0.17 1.38 0.16
H 0.87 1.71 2.12
H 1.64 1.26 -0.32
H -0.49 0.25 -2.18
H -0.48 -1.52 -2.12
H 0.67 -0.09 2.26
H -1.98 -0.44 -0.20
H 1.04 -0.63 -2.31
H 0.77 -1.44 0.05
H -1.29 -1.32 1.17
```

Values from the calculation:
structure (SMILES) = C[C@H]1CCOC1
energy relative to the best compared isomer or geometry (same formula, charge and spin) = 58.1 kcal per mole

Atomic partial charges in e from the natural (NBO) method, atoms 1 to 2: O -0.573; C -0.075



no.,M (g/mol)
1,684.76
2,134.14
3,110.16
4,188.15
5,102.13
6,775.39
7,283.29
8,392.39
9,1129.00
10,86.13